1.
ORCA calculation (ωB97M-V/def2-TZVPD) on a single C6H5BrO3 molecule.

Cartesian coordinates (Å):
C 0.855 0.732 0.953
C -0.985 2.071 -0.022
C -0.587 -0.338 -0.704
C 0.538 -0.509 0.322
C -1.403 0.875 -0.815
C 1.158 -1.763 0.519
O 1.827 0.911 1.616
O -1.569 3.111 -0.054
O 0.023 1.819 0.874
Br -2.740 1.192 -2.049
H 0.049 -0.681 -1.559
H -1.244 -1.329 -0.687
H 1.141 -1.873 1.547
H 2.167 -1.706 0.169
H 0.769 -2.513 -0.110

Cartesian forces (eV/Å) of the 2 atoms listed first:
C 0.4 -0.6 0.2
C -1.0 -1.8 -0.3

Output
Total charge = 0
Highest occupied orbital energy (alpha / beta) = -9.057 / -8.962 eV

How is the electron density shared among the atoms? According to Löwdin, the charges in e are: atom 1 (C): -0.452, atom 2 (C): -0.508, atom 3 (C): -0.171, atom 4 (C): -0.158, atom 5 (C): -0.576, atom 6 (C): -0.026, atom 7 (O): 0.164, atom 8 (O): 0.110, atom 9 (O): 0.142, atom 10 (Br): 0.870, atom 11 (H): 0.151, atom 12 (H): 0.171, atom 13 (H): 0.092, atom 14 (H): 0.107, atom 15 (H): 0.085

=====

2.
ORCA calculation (ωB97M-V/def2-TZVPD) on a single C3H2N4O molecule.

Cartesian coordinates (Å):
N 1.861 -0.531 -2.388
C 1.594 -0.113 -1.162
C 0.538 0.201 -0.120
N 1.006 0.260 1.163
N -0.200 0.138 1.896
N -1.269 0.171 1.093
C -0.894 -0.045 -0.216
O -1.544 0.140 -1.337
H -0.177 0.402 2.929
H -0.915 -0.624 -1.858

Cartesian forces (eV/Å) of the 2 atoms listed first:
N -2.0 3.9 11.3
C -0.4 -3.2 -10.3

Output
Total charge = 0
Highest occupied orbital energy = -10.088 eV

How is the electron density shared among the atoms? According to Löwdin, the charges in e are: atom 1 (N): 0.098, atom 2 (C): -0.061, atom 3 (C): -0.260, atom 4 (N): 0.098, atom 5 (N): -0.062, atom 6 (N): 0.094, atom 7 (C): -0.389, atom 8 (O): 0.067, atom 9 (H): 0.189, atom 10 (H): 0.227

=====

3.
ORCA calculation (ωB97M-V/def2-TZVPD) on a molecular structure, C7H14HgOPS.

Cartesian coordinates (Å):
C 1.490 -0.575 -2.116
C 0.314 -0.055 -2.785
C -0.783 -0.949 -2.469
C -0.343 -1.742 -1.330
C 1.108 -1.589 -1.276
Hg -0.788 0.387 -0.797
P -0.683 2.563 0.196
H 2.516 -0.231 -2.277
H 0.299 0.744 -3.521
H -1.652 -1.131 -3.091
H 1.767 -2.218 -0.682
H -0.949 -2.520 -0.851
H -1.713 3.012 1.079
H -0.595 3.496 -0.876
H 0.570 2.678 0.868
C -0.608 0.866 4.060
S 0.512 -0.208 3.155
C 0.304 -1.699 4.163
O -0.111 -0.473 1.800
H -0.268 0.983 5.091
H -1.605 0.418 4.031
H -0.610 1.842 3.573
H -0.699 -2.096 3.970
H 1.076 -2.408 3.844
H 0.442 -1.465 5.224

Cartesian forces (eV/Å) of the 2 atoms listed first:
C -0.2 1.2 -1.0
C 1.0 -2.0 -1.6

Output
Total charge = -1
Highest occupied orbital energy (alpha / beta) = 0.186 / 0.184 eV

How is the electron density shared among the atoms? According to Löwdin, the charges in e are: atom 1 (C): -0.230, atom 2 (C): -0.318, atom 3 (C): -0.391, atom 4 (C): -0.332, atom 5 (C): -0.217, atom 6 (Hg): 0.701, atom 7 (P): 0.412, atom 8 (H): 0.081, atom 9 (H): 0.068, atom 10 (H): 0.087, atom 11 (H): 0.083, atom 12 (H): 0.079, atom 13 (H): -0.210, atom 14 (H): -0.213, atom 15 (H): -0.215, atom 16 (C): -0.329, atom 17 (S): 0.683, atom 18 (C): -0.304, atom 19 (O): -0.664, atom 20 (H): 0.040, atom 21 (H): 0.048, atom 22 (H): 0.004, atom 23 (H): 0.054, atom 24 (H): 0.040, atom 25 (H): 0.043

=====

4.
ORCA calculation (ωB97M-V/def2-TZVPD) on a gas-phase ion, C3H8N3O2 (charge +1).

Cartesian coordinates (Å):
C -0.280 1.159 -1.136
N -0.024 -0.166 -0.790
C -0.210 -0.798 0.351
N -0.270 -2.092 0.436
C -0.277 -0.107 1.594
N 0.523 0.817 2.016
O 0.473 1.462 3.025
O 1.566 1.167 1.100
H -1.254 1.525 -0.688
H 0.527 1.978 -1.113
H -0.599 1.253 -2.203
H 0.261 -0.898 -1.372
H -0.246 -2.418 1.384
H -0.105 -2.700 -0.371
H -0.926 -0.487 2.383
H 2.175 1.782 1.560

Cartesian forces (eV/Å) of the 2 atoms listed first:
C -1.7 4.1 -2.1
N 0.3 -2.3 1.7

Output
Total charge = +1
Highest occupied orbital energy = -14.185 eV

How is the electron density shared among the atoms? According to Löwdin, the charges in e are: atom 1 (C): -0.076, atom 2 (N): 0.057, atom 3 (C): -0.323, atom 4 (N): 0.239, atom 5 (C): 0.017, atom 6 (N): -0.264, atom 7 (O): 0.129, atom 8 (O): 0.079, atom 9 (H): 0.130, atom 10 (H): 0.125, atom 11 (H): 0.112, atom 12 (H): 0.146, atom 13 (H): 0.140, atom 14 (H): 0.164, atom 15 (H): 0.168, atom 16 (H): 0.155

=====

Listing DFT total energy for the structures above in their given order: -82484.7758, -11146.3310, -33825.4516, -11795.5834 eV.
Listing F_max for the structures above in their given order: 5.77, 12.10, 3.92, 4.87 eV Å⁻¹.
Listing energy above the lowest of the compared OMol25 structures with the same formula, charge and spin for the structures above in their given order: 2.237, 2.941, 0.000, 3.920 eV.